[1]
Formula: C44H35AsGeMoN2O
Source: OMol25
Level of theory: wB97M-V/def2-TZVPD

Total charge   +3
2S+1   4
E_HOMO (spin up / spin down)   -16.1 / -16.1 eV
Largest force on an atom   0.97 eV/Å

Geometry as XYZ:
```
85
Properties=species:S:1:pos:R:3:mulliken_spin:R:1
Mo 0.6174 0.3099 -0.0394 2.05
O 0.0952 0.4017 -1.8134 0.00
C -0.4770 1.2991 -2.6825 0.04
C -0.4512 1.0135 -4.0334 0.00
C -1.0466 1.8973 -4.9167 0.00
C -1.6768 3.0473 -4.4448 0.00
C -1.6959 3.3135 -3.0906 0.01
C -1.0862 2.4438 -2.1800 0.01
C -1.0963 2.7249 -0.7439 0.04
N -0.5491 2.0066 0.2567 -0.01
C -0.8688 2.6535 1.4522 0.06
C -1.5840 3.7583 1.1685 0.00
N -1.7148 3.7817 -0.2029 0.01
H 0.0485 0.1170 -4.3759 0.00
H -1.0152 1.6949 -5.9791 0.00
H -2.1410 3.7366 -5.1359 0.00
H -2.1837 4.2196 -2.7538 0.00
H -0.5632 2.2732 2.4093 0.00
H -2.0016 4.5193 1.8045 0.00
H -2.1840 4.5059 -0.7244 0.00
C 3.6383 -2.0806 5.6345 0.00
C 4.0493 -0.7674 5.4561 0.00
C 3.5182 -0.0035 4.4252 0.00
C 2.5738 -0.5859 3.5902 0.00
C 2.1353 -1.8964 3.7689 0.01
C 2.6852 -2.6478 4.7940 0.00
As 1.8251 0.4280 2.1732 -0.08
C 2.7956 2.0746 1.9407 -0.01
C 2.6737 3.2118 2.7193 -0.02
C 3.4155 4.3385 2.3780 0.01
C 4.2414 4.3200 1.2619 0.00
C 4.3446 3.1801 0.4730 0.00
C 3.6187 2.0448 0.8070 0.00
C 3.6604 0.7584 0.0763 -0.04
C 4.5524 0.4000 -0.9249 -0.01
C 4.5247 -0.8899 -1.4417 0.00
C 3.6389 -1.8626 -0.9656 0.00
C 2.7452 -1.5353 0.0342 -0.10
C 2.7369 -0.2139 0.5189 0.15
H 4.0607 -2.6688 6.4381 0.00
H 4.7875 -0.3344 6.1173 0.00
H 3.8535 1.0142 4.2746 0.00
H 1.3742 -2.3309 3.1294 0.01
H 2.3668 -3.6702 4.9461 0.00
H 2.0412 3.2309 3.5983 0.00
H 3.3528 5.2277 2.9911 0.00
H 4.8159 5.2001 1.0064 0.00
H 5.0004 3.1840 -0.3885 0.00
H 5.2890 1.1054 -1.2866 0.00
H 5.2333 -1.1590 -2.2149 0.00
H 3.6791 -2.8726 -1.3507 0.00
H 2.1009 -2.2963 0.4630 0.01
C -1.9276 -0.9093 2.4079 0.05
Ge -1.5229 -1.0813 0.5156 -0.05
C -1.0818 -2.9080 0.0686 -0.06
C -0.1958 -3.2266 -0.9661 0.02
C 0.1232 -4.5481 -1.2477 0.01
C -0.4457 -5.5691 -0.4965 0.00
C -1.3280 -5.2683 0.5316 0.00
C -1.6427 -3.9451 0.8167 0.00
C -3.0864 -0.3640 -0.4699 0.14
C -3.9114 0.5186 0.2638 -0.05
C -5.1144 0.9836 -0.2254 0.10
C -5.5431 0.5968 -1.5032 0.16
C -4.7472 -0.2420 -2.2845 -0.04
C -5.1829 -0.6275 -3.5675 0.22
C -4.3971 -1.4626 -4.3741 0.07
C -3.1832 -1.9092 -3.9021 0.02
C -2.7340 -1.5400 -2.6200 0.07
C -3.5008 -0.7187 -1.7803 0.09
H -2.7789 -1.5346 2.6812 0.00
H -2.1487 0.1174 2.6949 0.00
H -1.0593 -1.2478 2.9723 -0.01
H 0.2414 -2.4446 -1.5833 0.01
H 0.8043 -4.7864 -2.0549 0.00
H -0.2043 -6.6005 -0.7161 0.00
H -1.7736 -6.0651 1.1122 0.00
H -2.3276 -3.7348 1.6301 0.00
H -3.6157 0.8189 1.2603 -0.01
H -5.7385 1.6278 0.3798 0.00
H -6.4913 0.9505 -1.8900 0.00
H -6.1451 -0.2796 -3.9240 0.00
H -4.7476 -1.7543 -5.3548 0.01
H -2.5714 -2.5599 -4.5130 0.00
H -1.7763 -1.9068 -2.2785 0.13
```

---

[2]
Formula: C44H35BrF4InN4O7PS
Source: OMol25
Level of theory: wB97M-V/def2-TZVPD

E_HOMO   -7.5 eV
Largest force on an atom   2.01 eV/Å

Geometry as XYZ:
```
98
Properties=species:S:1:pos:R:3:lowdin_charge:R:1
In 0.4104 1.2532 -0.1661 0.87
O -3.7417 3.1409 0.2165 0.07
C -4.2541 2.6715 -0.9367 -0.26
C -5.5559 3.0490 -1.2672 -0.01
C -6.1279 2.6224 -2.4481 -0.08
C -5.4074 1.8231 -3.3308 -0.10
C -4.1185 1.4449 -3.0144 -0.04
C -3.5255 1.8497 -1.8167 -0.10
C -2.1282 1.4633 -1.5147 -0.39
O -1.7163 1.4891 -0.2680 -0.13
N -1.3899 1.1774 -2.5479 0.08
N -0.0742 0.9816 -2.2541 -0.06
C 0.7442 0.8447 -3.2405 -0.03
C 2.1692 0.7557 -3.1686 -0.14
C 2.8627 0.6608 -4.3920 -0.05
C 4.2317 0.6274 -4.4520 -0.10
C 4.9617 0.6849 -3.2584 -0.08
C 4.3205 0.7734 -2.0484 -0.01
C 2.9083 0.8200 -1.9538 -0.32
O 2.3812 0.8810 -0.7689 -0.13
H -2.8810 2.7049 0.3646 0.08
H -6.0907 3.6733 -0.5636 0.12
H -7.1393 2.9192 -2.6940 0.10
H -5.8581 1.5051 -4.2617 0.10
H -3.5428 0.8140 -3.6763 0.11
H 0.2888 0.8236 -4.2314 0.14
H 2.2804 0.6248 -5.3057 0.11
H 4.7389 0.5718 -5.4051 0.10
H 6.0438 0.6653 -3.2981 0.10
H 4.8748 0.8240 -1.1196 0.11
F -1.7431 -4.0580 6.8084 0.14
C -1.9349 -3.4439 5.6458 -0.14
C -3.1130 -2.7694 5.3898 -0.14
F -4.0964 -2.7838 6.2866 0.13
C -3.2761 -2.0845 4.1942 -0.20
F -4.4607 -1.5034 4.0190 0.11
C -2.2942 -2.0475 3.2108 -0.29
P -2.2423 -0.9004 1.7237 1.14
C -3.2425 0.5014 2.3780 -0.36
C -2.4765 1.5514 2.8813 -0.12
C -3.0794 2.6807 3.4144 -0.07
C -4.4607 2.7727 3.4485 -0.08
C -5.2304 1.7361 2.9414 -0.07
C -4.6313 0.6134 2.3957 -0.10
C -3.3871 -1.7980 0.6096 -0.35
C -3.2785 -3.1787 0.4435 -0.10
C -4.0020 -3.8239 -0.5466 -0.08
C -4.8381 -3.1032 -1.3874 -0.09
C -4.9516 -1.7306 -1.2316 -0.07
C -4.2249 -1.0842 -0.2433 -0.10
C -1.1585 -2.8317 3.4579 -0.60
Br 0.1348 -3.0878 2.1064 0.93
C -0.9696 -3.4990 4.6562 -0.27
F 0.1424 -4.2018 4.8785 0.08
H -1.4002 1.4943 2.8144 0.07
H -2.4644 3.4890 3.7917 0.11
H -4.9434 3.6465 3.8665 0.10
H -6.3106 1.7979 2.9801 0.11
H -5.2522 -0.1805 2.0054 0.11
H -2.6241 -3.7536 1.0874 0.08
H -3.9063 -4.8958 -0.6639 0.10
H -5.3953 -3.6115 -2.1636 0.10
H -5.5974 -1.1528 -1.8806 0.10
H -4.3085 -0.0139 -0.1393 0.09
C 1.0523 5.0475 1.7006 -0.11
S 1.3950 3.4195 1.0561 0.43
O 2.7463 3.0587 1.3867 -0.28
O 1.0767 3.4675 -0.3836 -0.31
O 0.3987 2.5201 1.6975 -0.34
H 1.6537 5.7623 1.1473 0.07
H 1.2849 5.0630 2.7609 0.06
H -0.0071 5.2175 1.5281 0.07
C 4.4379 -0.2972 4.3790 0.01
N 3.7726 -0.2529 3.0947 -0.04
N 2.4245 -0.0067 2.9704 0.09
C 2.0094 -0.4081 1.7271 -0.43
O 0.8094 -0.2618 1.3179 -0.17
C 3.1321 -1.0133 1.1148 0.06
C 4.1865 -0.8894 1.9738 -0.24
C 5.5980 -1.3275 1.8181 0.00
C 1.7188 0.7991 3.9001 -0.20
C 0.4963 0.3678 4.3902 0.00
C -0.1788 1.1380 5.3248 -0.07
C 0.3672 2.3322 5.7695 -0.07
C 1.5872 2.7641 5.2652 -0.07
C 2.2680 2.0017 4.3322 -0.04
H 3.8005 0.1550 5.1316 0.09
H 5.3742 0.2577 4.3348 0.10
H 4.6444 -1.3297 4.6708 0.10
H 3.1329 -1.4340 0.1270 0.13
H 5.7582 -1.6870 0.8053 0.09
H 5.8370 -2.1338 2.5145 0.09
H 6.2860 -0.5034 2.0097 0.09
H 0.0704 -0.5595 4.0304 0.10
H -1.1324 0.8020 5.7103 0.11
H -0.1545 2.9265 6.5079 0.11
H 2.0137 3.7025 5.5960 0.11
H 3.1960 2.3433 3.8955 0.12
```

---

[3]
Formula: C44H35BrN7O3Ti
Source: OMol25
Level of theory: wB97M-V/def2-TZVPD

2S+1   2
E_HOMO (spin up / spin down)   -5.7 / -7.9 eV
Largest force on an atom   2.09 eV/Å

Geometry as XYZ:
```
91
Properties=species:S:1:pos:R:3:mulliken_spin:R:1
Ti -0.1983 -0.4910 0.5849 0.00
C 3.2560 -0.2786 3.2622 0.04
C 4.0536 0.7141 2.6738 0.01
C 3.4812 1.5602 1.7687 0.03
C 2.1052 1.4302 1.4407 -0.03
N 1.3848 0.3416 1.8776 0.06
C 1.9702 -0.4300 2.8182 -0.01
N 1.5484 2.4840 0.8109 0.07
C 0.2291 2.5305 0.6378 0.23
N -0.5724 1.4317 0.6251 0.00
C -1.8814 1.8086 0.5661 0.22
N -2.9315 0.9938 0.7314 0.01
C -2.8206 -0.1200 1.4521 0.04
C -4.0089 -0.8446 1.7557 0.01
C -4.0043 -1.7838 2.7437 0.03
C -2.8163 -2.0153 3.4716 0.03
C -1.6730 -1.3943 3.0584 0.00
N -1.6273 -0.5217 2.0266 0.05
C -1.9402 3.2391 0.4705 0.02
C -3.0044 4.1372 0.4347 0.04
C -2.7197 5.4858 0.4925 0.02
C -1.3991 5.9437 0.6101 0.03
C -0.3362 5.0655 0.6605 0.01
C -0.6012 3.7035 0.5558 0.05
H 3.6507 -0.9336 4.0242 0.00
H 5.0931 0.8207 2.9524 0.00
H 4.0155 2.3828 1.3177 0.00
H 1.3574 -1.2238 3.2281 0.01
H -4.9072 -0.5841 1.2142 0.00
H -4.9064 -2.3225 3.0019 0.00
H -2.7975 -2.6862 4.3165 0.00
H -0.7340 -1.5805 3.5671 0.01
H -4.0193 3.7657 0.3831 0.00
H -3.5276 6.2053 0.4868 0.00
H -1.2136 7.0071 0.6824 0.00
H 0.6752 5.4169 0.7982 0.00
O -4.4736 -2.8276 -2.6385 0.00
C -3.1755 -3.2151 -2.8107 0.00
C -2.9777 -4.4421 -3.4367 0.00
C -1.7007 -4.9085 -3.6795 0.00
C -0.5989 -4.1511 -3.3071 0.00
C -0.7902 -2.9399 -2.6695 0.00
C -2.0710 -2.4659 -2.4035 0.00
C -2.2208 -1.1698 -1.6224 0.01
O -1.2741 -1.0612 -0.6390 -0.01
N -2.2601 -0.0555 -2.6144 0.00
N -1.2211 0.7662 -2.8388 0.00
C -1.4521 1.9290 -3.3206 0.00
C -0.4177 2.8555 -3.7385 0.00
Br 1.2804 2.0901 -4.1313 0.00
C -0.6433 4.1604 -3.9240 0.00
C 0.2976 5.2415 -4.2121 0.00
C 1.5870 5.2863 -3.6769 0.00
C 2.4072 6.3766 -3.9144 0.00
C 1.9654 7.4317 -4.6985 0.00
C 0.6778 7.4090 -5.2148 0.00
C -0.1516 6.3311 -4.9637 0.00
H -4.5273 -1.9888 -2.1727 0.00
H -3.8503 -5.0184 -3.7117 0.00
H -1.5615 -5.8683 -4.1580 0.00
H 0.4030 -4.5110 -3.4939 0.00
H 0.0551 -2.3460 -2.3421 0.00
H -3.2143 -1.1496 -1.1370 0.00
H -3.1731 0.3782 -2.7094 0.00
H -2.4806 2.2808 -3.4399 0.00
H -1.6724 4.4881 -3.7999 0.00
H 1.9387 4.4980 -3.0266 0.00
H 3.3980 6.4003 -3.4797 0.00
H 2.6161 8.2710 -4.9049 0.00
H 0.3156 8.2392 -5.8070 0.00
H -1.1543 6.3120 -5.3736 0.00
C 4.8760 -3.4397 1.0675 0.00
C 4.4956 -2.2252 0.4710 0.00
C 3.1772 -1.8745 0.3926 0.00
C 2.1535 -2.7034 0.9139 -0.01
C 0.7705 -2.3266 0.8296 -0.01
C -0.1466 -3.2890 1.2192 0.01
C 0.2348 -4.5301 1.7715 0.00
C 1.5519 -4.8303 1.9541 0.00
C 2.5487 -3.9443 1.4874 0.00
C 3.9201 -4.2787 1.5643 0.00
H 5.9226 -3.7103 1.1133 0.00
H 5.2532 -1.5715 0.0583 0.00
H 2.9025 -0.9515 -0.0936 0.01
H -1.2145 -3.1209 1.0911 0.01
H -0.5281 -5.2386 2.0700 0.00
H 1.8489 -5.7598 2.4237 0.00
H 4.2070 -5.2323 1.9908 0.00
O 1.1071 0.0094 -1.1089 -0.01
H 1.6475 0.7991 -0.9468 0.00
H 0.4376 0.2773 -1.7850 0.00
```

---

[4]
Formula: C44H35CdClN4O5Sb2
Source: OMol25
Level of theory: wB97M-V/def2-TZVPD

Total charge   -2
E_HOMO   -1.9 eV
Largest force on an atom   0.79 eV/Å

Geometry as XYZ:
```
92
Properties=species:S:1:pos:R:3:lowdin_charge:R:1
Cd 0.7107 -0.0250 -0.0171 1.27
O 7.9632 -0.2639 -0.0064 -0.07
C 7.2559 0.7648 -0.0772 -0.69
O 7.5694 1.9690 -0.1291 -0.05
C 5.7294 0.4862 -0.1284 -0.09
C 5.2612 -0.8224 -0.1236 0.00
C 3.9039 -1.0553 -0.1926 -0.14
N 3.0072 -0.0671 -0.2744 -0.02
C 3.4447 1.2015 -0.2890 -0.19
C 4.7931 1.5090 -0.2076 0.06
C 2.3953 2.3105 -0.4612 -0.62
O 2.7796 3.4648 -0.4485 0.05
O 1.1674 1.9286 -0.6473 -0.21
H 5.9764 -1.6317 -0.0671 0.11
H 3.5122 -2.0641 -0.1878 0.06
H 5.1144 2.5398 -0.2157 0.12
C -0.8574 -3.9080 1.6759 -0.37
C -2.1027 -4.5272 1.0235 -0.36
C -2.9232 -3.5876 0.1251 -0.37
Sb -2.4968 -1.3476 0.1701 1.41
C -4.3849 -1.1726 -0.8604 -0.34
C -5.5947 -1.5929 -0.3119 -0.12
C -6.7713 -1.5226 -1.0486 -0.10
C -6.7563 -1.0221 -2.3458 -0.11
C -5.5581 -0.5906 -2.8986 -0.10
C -4.3838 -0.6753 -2.1601 -0.16
C -3.1900 -1.1202 2.2016 -0.33
C -3.9957 -2.0891 2.8002 -0.14
C -4.4174 -1.9544 4.1191 -0.09
C -4.0275 -0.8511 4.8662 -0.10
C -3.2036 0.1086 4.2913 -0.10
C -2.7881 -0.0290 2.9725 -0.16
Sb 0.5612 -2.9204 0.3883 1.37
C -0.0573 -3.6862 -1.5283 -0.41
C -0.3440 -2.8017 -2.5648 -0.16
C -0.8061 -3.2612 -3.7928 -0.09
C -0.9826 -4.6223 -3.9973 -0.10
C -0.6757 -5.5197 -2.9810 -0.09
C -0.2132 -5.0533 -1.7573 -0.15
C 2.2043 -4.3249 0.6032 -0.39
C 2.8567 -4.9248 -0.4739 -0.14
C 3.9528 -5.7546 -0.2646 -0.09
C 4.4270 -5.9777 1.0217 -0.10
C 3.8122 -5.3539 2.0984 -0.09
C 2.7115 -4.5331 1.8883 -0.14
H -0.2790 -4.6503 2.2314 0.05
H -1.1721 -3.1352 2.3802 0.01
H -2.7314 -4.8745 1.8498 0.09
H -1.8111 -5.4254 0.4707 0.08
H -3.9956 -3.7506 0.2571 0.03
H -2.7241 -3.8085 -0.9278 0.03
H -5.6308 -1.9628 0.7069 0.08
H -7.7028 -1.8620 -0.6092 0.09
H -7.6752 -0.9630 -2.9178 0.09
H -5.5372 -0.1784 -3.9017 0.10
H -3.4559 -0.3317 -2.6012 0.06
H -4.2800 -2.9762 2.2459 0.08
H -5.0411 -2.7221 4.5649 0.09
H -4.3463 -0.7497 5.8976 0.09
H -2.8657 0.9581 4.8757 0.10
H -2.1197 0.7124 2.5533 0.07
H -0.2201 -1.7349 -2.4197 0.06
H -1.0339 -2.5582 -4.5847 0.10
H -1.3582 -4.9850 -4.9471 0.10
H -0.7996 -6.5842 -3.1430 0.10
H 0.0326 -5.7614 -0.9738 0.10
H 2.5187 -4.7399 -1.4863 0.09
H 4.4426 -6.2198 -1.1127 0.10
H 5.2858 -6.6180 1.1814 0.10
H 4.1980 -5.4936 3.1017 0.10
H 2.2441 -4.0427 2.7375 0.09
O 0.4885 0.1472 2.1838 -0.30
N 0.3483 -0.9325 2.8425 -0.11
C 0.1537 -0.8120 4.1246 -0.33
C 0.0435 0.4514 4.8064 -0.20
N -0.0321 1.4519 5.3688 0.16
C -0.0025 -2.0116 4.9016 -0.20
N -0.1399 -2.9543 5.5474 0.14
Cl -3.0980 2.2927 -3.0281 0.65
C -4.0138 2.5136 -1.5452 -0.60
C -5.1972 3.2281 -1.6459 -0.15
C -5.9335 3.5318 -0.5122 -0.13
C -5.4457 3.1112 0.7242 -0.11
C -4.2721 2.3919 0.8122 -0.05
C -3.4936 2.0423 -0.3189 -0.34
C -2.3109 1.2283 -0.1876 -0.29
H -5.5287 3.5613 -2.6220 0.09
H -6.8551 4.0945 -0.5902 0.08
H -5.9891 3.3552 1.6307 0.09
H -3.9221 2.0656 1.7843 0.09
H -1.7353 1.4288 0.7178 0.01
H -1.6674 1.2185 -1.0658 -0.02
```

---

[5]
Formula: C44H36BrLaN3O6P2
Source: OMol25
Level of theory: wB97M-V/def2-TZVPD

Total charge   +1
E_HOMO   -10.3 eV
Largest force on an atom   2.95 eV/Å

Geometry as XYZ:
```
93
Properties=species:S:1:pos:R:3:lowdin_charge:R:1
La 0.9302 1.0793 -0.5702 2.01
O 2.2379 -2.7008 -3.1391 0.18
C 2.0191 -1.8019 -2.1922 -0.44
O 0.9379 -1.3159 -1.9519 0.01
C 3.2211 -1.4404 -1.3772 -0.18
C 4.3847 -2.1666 -1.3178 0.04
C 5.3722 -1.7387 -0.4292 0.00
C 5.1480 -0.6311 0.3692 0.04
C 3.9353 0.0317 0.2531 -0.15
N 3.0078 -0.3635 -0.6194 0.04
C 3.5445 1.1837 1.1890 -0.59
O 4.3708 1.6024 1.9630 0.10
O 2.2905 1.5375 1.0614 -0.31
H 1.4102 -2.8531 -3.6119 0.15
H 4.5122 -3.0467 -1.9363 0.13
H 6.3039 -2.2850 -0.3534 0.12
H 5.8711 -0.2699 1.0893 0.13
Br -0.8144 -0.0251 -5.4745 0.80
C -1.9342 1.3302 -4.7582 -0.59
C -3.0209 1.6419 -5.5619 -0.14
C -3.9274 2.6191 -5.1782 -0.06
C -3.7602 3.2933 -3.9807 -0.06
C -2.6874 2.9732 -3.1701 -0.02
C -1.7531 1.9971 -3.5304 -0.14
C -0.6712 1.7800 -2.5125 -0.61
O 0.4274 1.2240 -2.7923 -0.21
O -0.9047 2.1885 -1.3176 -0.23
H -3.1514 1.1172 -6.4993 0.10
H -4.7662 2.8522 -5.8251 0.11
H -4.4656 4.0611 -3.6790 0.11
H -2.5447 3.4767 -2.2220 0.12
N 3.5843 5.8491 -4.3651 0.14
C 3.1765 4.9170 -3.4682 -0.30
C 3.6155 3.5866 -3.5438 0.00
C 3.1534 2.6793 -2.6289 -0.14
N 2.3022 2.9787 -1.6371 -0.08
C 1.8964 4.2521 -1.5623 -0.13
C 2.2908 5.2364 -2.4302 0.00
H 4.2763 5.6271 -5.0534 0.11
H 3.3282 6.8108 -4.2548 0.11
H 4.3073 3.2739 -4.3179 0.12
H 3.4921 1.6510 -2.6835 0.11
H 1.2297 4.4971 -0.7435 0.12
H 1.9225 6.2478 -2.3070 0.12
C -2.1410 -0.8118 2.0484 -0.51
P -1.1505 -0.7058 0.4868 0.95
C -0.3789 -2.3708 0.5235 -0.38
C -1.0369 -3.5390 0.1384 -0.08
C -0.3983 -4.7697 0.2395 -0.06
C 0.8939 -4.8489 0.7472 -0.07
C 1.5383 -3.6963 1.1767 -0.07
C 0.9013 -2.4665 1.0655 -0.13
C -2.4335 -0.7097 -0.8188 -0.37
C -3.4645 0.2259 -0.6937 -0.11
C -4.4237 0.3582 -1.6841 -0.07
C -4.3617 -0.4343 -2.8242 -0.07
C -3.3225 -1.3381 -2.9766 -0.08
C -2.3524 -1.4674 -1.9876 -0.10
P -1.4707 0.2709 3.3978 1.02
C 0.1375 -0.5546 3.7134 -0.42
C 1.2976 0.1954 3.5317 -0.12
C 2.5537 -0.3722 3.7434 -0.07
C 2.6475 -1.6942 4.1536 -0.07
C 1.4912 -2.4500 4.3476 -0.08
C 0.2456 -1.8833 4.1287 -0.10
C -2.4627 -0.3138 4.8304 -0.40
C -3.7303 -0.8779 4.7080 -0.10
C -4.4507 -1.2557 5.8384 -0.08
C -3.9168 -1.0653 7.1033 -0.08
C -2.6609 -0.4838 7.2381 -0.08
C -1.9444 -0.1071 6.1126 -0.11
H -2.2048 -1.8529 2.3553 0.06
H -3.1431 -0.4520 1.8260 0.03
H -2.0513 -3.4923 -0.2386 0.11
H -0.9168 -5.6724 -0.0690 0.11
H 1.3883 -5.8116 0.8286 0.11
H 2.5273 -3.7540 1.6206 0.11
H 1.3983 -1.5789 1.4386 0.08
H -3.5126 0.8747 0.1748 0.11
H -5.2176 1.0874 -1.5693 0.11
H -5.1171 -0.3359 -3.5957 0.11
H -3.2511 -1.9394 -3.8764 0.11
H -1.5246 -2.1486 -2.1354 0.09
H 1.2250 1.2315 3.2257 0.09
H 3.4473 0.2274 3.6013 0.10
H 3.6200 -2.1354 4.3435 0.11
H 1.5651 -3.4809 4.6751 0.11
H -0.6504 -2.4782 4.2851 0.12
H -4.1766 -1.0356 3.7330 0.09
H -5.4325 -1.6990 5.7249 0.11
H -4.4751 -1.3672 7.9818 0.11
H -2.2394 -0.3215 8.2238 0.11
H -0.9628 0.3431 6.2300 0.11
```